{"formula": "C28H22N4OPdS2Si", "method": "ωB97M-V/def2-TZVPD", "species": ["Pd", "C", "Si", "C", "C", "N", "C", "C", "C", "C", "C", "C", "O", "C", "C", "C", "C", "C", "C", "H", "H", "H", "H", "H", "H", "H", "H", "H", "H", "H", "H", "H", "H", "H", "H", "H", "H", "S", "C", "C", "N", "C", "S", "C", "N", "N", "C", "C", "C", "C", "C", "C", "C", "C", "C", "H", "H", "H", "H"], "xyz": [[1.322957, -0.179875, 0.420726], [0.020326, -4.460395, 0.905059], [-0.570131, -2.665707, 1.057472], [0.076091, -2.126484, 2.730879], [-2.457295, -2.675688, 1.229303], [-0.031944, -1.659845, -0.229924], [-0.234249, -1.949032, -1.541775], [-1.039520, -3.028880, -1.986396], [-1.216978, -3.358754, -3.319676], [-0.599718, -2.624614, -4.319472], [0.163491, -1.525364, -3.937878], [0.303203, -1.174073, -2.612279], [1.064910, -0.085713, -2.253073], [1.137967, 1.039822, -2.995679], [2.314353, 1.773411, -2.863725], [2.460093, 2.964538, -3.552425], [1.440192, 3.441483, -4.368952], [0.258791, 2.719510, -4.464829], [0.095388, 1.524233, -3.778192], [-0.285801, -5.015478, 1.797412], [1.112950, -4.466326, 0.864641], [-0.344593, -4.996596, 0.028462], [-0.098536, -2.943248, 3.439734], [-0.429963, -1.229161, 3.092338], [1.145607, -1.910686, 2.701380], [-2.750336, -3.187502, 2.151093], [-2.972988, -3.156409, 0.395992], [-2.809465, -1.642665, 1.288534], [-1.543619, -3.629801, -1.243080], [-1.844495, -4.207648, -3.569983], [-0.703369, -2.884502, -5.365281], [0.682814, -0.938083, -4.687285], [3.085341, 1.397433, -2.201993], [3.380245, 3.524979, -3.442233], [1.562913, 4.366924, -4.917837], [-0.556159, 3.089745, -5.076304], [-0.840352, 0.982516, -3.827856], [2.790436, 1.462026, 1.041582], [4.343947, 0.745514, 0.702110], [5.485566, 1.585580, 0.911252], [6.384137, 2.287826, 1.082017], [4.492935, -0.535017, 0.266672], [3.158498, -1.633588, 0.089228], [5.802974, -1.045680, -0.015217], [6.855718, -1.454931, -0.246317], [-5.541163, 4.678699, 5.873887], [-4.756757, 4.143677, 5.220827], [-3.782745, 3.477954, 4.407851], [-4.187592, 2.673768, 3.339329], [-3.249704, 2.032445, 2.558859], [-1.872360, 2.163727, 2.815524], [-1.484155, 2.981660, 3.893246], [-2.418964, 3.625688, 4.675061], [-0.911221, 1.485647, 2.028736], [-0.072983, 0.915476, 1.347506], [-5.243678, 2.557705, 3.130894], [-3.559965, 1.409513, 1.730802], [-0.427731, 3.091428, 4.096874], [-2.103316, 4.248820, 5.502381]], "forces_ev_per_a": [[0.292, 0.139, 0.860], [0.000, 0.016, -0.027], [-0.018, -0.045, 0.065], [-0.010, 0.068, 0.005], [0.013, -0.019, -0.017], [0.081, -0.098, -0.038], [-0.191, 0.151, -0.021], [-0.007, -0.023, -0.001], [0.002, 0.007, 0.016], [-0.007, 0.015, -0.017], [0.090, -0.116, -0.090], [-0.132, -0.108, 0.078], [0.261, -0.061, 0.079], [-0.024, 0.156, 0.037], [0.047, -0.008, -0.038], [-0.008, 0.003, 0.002], [0.016, -0.023, -0.013], [0.002, -0.016, 0.001], [-0.105, 0.084, -0.018], [0.001, -0.016, 0.002], [0.012, 0.010, 0.010], [-0.012, 0.020, -0.013], [-0.017, 0.008, 0.039], [0.022, -0.007, -0.030], [-0.004, -0.044, -0.008], [-0.006, -0.005, 0.008], [-0.005, -0.002, -0.013], [0.013, 0.016, 0.019], [0.008, -0.012, 0.017], [0.001, -0.006, -0.008], [-0.003, -0.015, 0.003], [-0.078, 0.034, 0.043], [-0.029, -0.009, -0.014], [-0.004, 0.019, -0.005], [-0.008, 0.018, 0.020], [0.002, 0.014, 0.004], [0.071, -0.034, -0.033], [-0.018, -0.013, -0.034], [-0.010, 0.009, -0.052], [-0.010, -0.020, -0.047], [0.008, 0.006, 0.020], [0.012, -0.056, 0.134], [-0.165, 0.095, -0.446], [0.020, 0.079, 0.052], [-0.004, -0.056, -0.014], [0.007, -0.003, -0.005], [-0.004, 0.003, 0.003], [-0.003, 0.001, 0.001], [-0.006, 0.007, -0.001], [-0.001, -0.013, -0.001], [0.010, -0.038, 0.038], [-0.001, -0.002, -0.008], [0.002, 0.012, 0.003], [0.026, 0.077, -0.098], [-0.130, -0.197, -0.449], [0.000, 0.003, -0.003], [-0.001, -0.007, 0.004], [0.003, 0.000, 0.005], [0.000, 0.000, -0.003]], "lumo_ev": 4.332, "total_charge": -2, "e_above_lowest_kcal_mol": 4.0, "gap_ev": 6.09}